[1]
Below is C32H88Cl2N8O8Y as an isolated structure, with properties calculated with wB97M-V/def2-TZVPD.

Computed properties:
highest occupied orbital energy: -10.872 eV
gap between HOMO and LUMO: 0.3207 Eh
LUMO level: -2.15 eV
net charge: +1

Structure (XYZ):
```
139
Properties=species:S:1:pos:R:3:forces:R:3
Y -1.11832 2.95165 2.02832 0.862 -0.718 -0.501
Cl 0.01980 0.70433 1.17247 0.004 0.201 -0.306
Cl -1.89661 5.23498 2.61572 0.033 0.356 0.006
C 8.32327 0.25147 1.47528 -1.612 -1.647 -0.100
C 7.45275 1.25379 0.79864 -1.036 0.260 -1.373
C 6.19634 1.47461 1.55622 -1.669 0.492 -0.757
O 5.49483 2.59469 0.90453 1.084 -1.144 0.482
C 4.21400 2.70267 1.41037 -0.637 -1.244 0.432
N 8.09627 2.53053 0.75876 0.897 0.589 0.062
H 9.16701 -0.08800 0.89415 0.517 0.370 0.011
H 7.70355 -0.67666 1.62238 0.575 0.714 0.146
H 8.53309 0.69423 2.42752 0.786 -0.152 0.651
H 7.13811 0.96067 -0.23081 0.239 -0.328 0.452
H 6.38800 1.76870 2.58446 0.087 -0.038 0.297
H 5.54989 0.58150 1.50418 0.040 0.224 0.212
H 4.21621 2.66438 2.52985 -0.116 0.127 -0.660
H 3.57772 1.85747 1.01823 0.297 0.549 0.522
H 3.79710 3.62522 1.06242 -0.317 0.654 -0.089
H 7.69829 3.12496 0.05724 -0.678 0.389 -0.066
H 8.98816 2.33287 0.38135 1.542 0.141 -0.208
C -2.09658 2.68687 6.60784 -1.060 -0.997 -0.189
C -1.63226 2.95060 5.23189 2.626 -0.019 -0.988
C -0.14726 2.45031 5.18730 -0.432 -0.029 -0.143
O 0.41129 2.38646 3.86376 -1.296 0.582 -0.063
C 1.66421 1.73154 3.75323 0.725 0.912 -0.375
N -2.32019 2.41606 4.08422 -2.328 -1.925 -1.009
H -3.03416 3.20171 6.76981 -0.188 -0.051 0.468
H -1.33266 3.00702 7.26722 0.510 0.688 0.947
H -2.18048 1.61168 6.77734 -0.374 0.037 0.041
H -1.56082 4.01138 5.07813 -0.172 0.651 -0.139
H -0.07542 1.45221 5.62981 0.046 -0.030 0.068
H 0.41369 3.15466 5.78549 0.447 0.045 0.216
H 1.87158 1.66308 2.68905 0.103 -0.131 0.100
H 1.64478 0.74816 4.17615 -0.163 -0.660 0.350
H 2.45035 2.33209 4.22214 -0.138 -0.090 0.125
H -2.50923 1.35102 4.13676 0.641 2.019 -0.025
H -3.23470 2.88064 3.89585 0.796 -0.304 0.621
C -3.36146 -0.76068 5.34760 0.057 -0.651 0.135
C -2.44543 -1.39052 4.31738 0.590 0.513 0.156
C -3.21012 -2.13890 3.21984 1.866 0.322 -0.260
O -3.79816 -3.18909 3.86617 -1.003 -1.956 -0.693
C -4.79471 -3.82740 3.03396 0.368 0.213 0.484
N -1.50082 -0.40791 3.72133 -0.976 -0.982 -0.523
H -3.97182 0.02029 4.93857 -0.472 0.541 -0.239
H -2.82681 -0.39084 6.22304 0.164 0.091 -0.131
H -4.00198 -1.55896 5.71384 -0.255 0.070 0.046
H -1.90249 -2.12961 4.89435 0.296 -0.565 -0.178
H -2.51754 -2.46607 2.37175 -0.464 0.195 0.923
H -3.95614 -1.53587 2.74910 -0.721 0.908 -0.370
H -4.46255 -4.20351 2.04936 0.287 0.638 0.316
H -5.63187 -3.14863 2.96975 -0.319 0.323 -0.540
H -5.16072 -4.68341 3.55160 -0.063 -0.654 0.642
H -0.79729 -0.13685 4.39056 0.270 -0.150 0.104
H -1.04429 -0.90834 2.94985 0.147 0.689 0.318
C 1.82063 -3.31924 1.66821 -0.316 0.381 0.337
C 3.07002 -2.51958 1.34708 -0.856 0.639 0.258
C 3.06276 -2.02805 -0.08838 0.792 -0.013 -0.857
O 2.93121 -2.99188 -1.12929 -1.464 -0.400 -0.045
C 3.85621 -4.02481 -1.12631 2.386 -0.357 0.873
N 3.15723 -1.33248 2.23502 0.381 -0.130 -1.174
H 1.84874 -3.78202 2.65728 0.265 -0.309 -0.187
H 1.59347 -4.03106 0.87899 -0.174 -0.223 0.107
H 0.99497 -2.58320 1.76622 0.198 -0.366 -0.455
H 4.01673 -3.04979 1.36939 -0.054 -0.455 0.839
H 4.07525 -1.69511 -0.23947 0.447 1.263 0.026
H 2.31706 -1.25653 -0.30951 0.150 -0.050 0.252
H 3.68976 -4.77239 -1.88489 -0.561 0.174 -0.538
H 3.90913 -4.59769 -0.18599 -0.359 0.217 -0.005
H 4.93309 -3.67803 -1.26902 -1.119 0.054 0.010
H 3.48392 -1.58818 3.14696 -0.071 -0.057 0.401
H 2.25618 -0.85930 2.27317 0.196 -0.185 0.127
C 2.21210 2.96871 -1.73128 -0.708 -0.162 1.266
C 1.44353 2.07261 -2.71028 -0.624 0.261 0.366
C 2.34224 0.90047 -2.92919 -0.832 -0.639 -0.609
O 1.86112 0.19147 -4.03990 -0.009 -0.965 -0.187
C 2.50922 -1.04269 -4.34224 -0.180 0.025 -0.594
N 0.05170 1.67782 -2.24487 0.952 1.830 -0.836
H 2.36864 2.39805 -0.78554 -0.227 0.334 -0.472
H 1.66754 3.88632 -1.45837 0.201 -0.229 -0.231
H 3.21929 3.22717 -2.05399 -0.142 0.082 -0.359
H 1.31654 2.57164 -3.67871 -0.087 0.047 0.224
H 2.33946 0.32121 -2.00572 0.182 -0.472 0.090
H 3.32280 1.22333 -3.17158 1.285 0.446 0.137
H 1.74979 -1.62476 -4.87437 0.305 0.077 -0.317
H 2.73496 -1.65243 -3.47499 0.208 0.180 0.568
H 3.43528 -0.93700 -4.96930 -0.791 0.142 0.510
H -0.51040 1.42423 -3.06103 0.225 -0.131 0.017
H 0.03001 0.89493 -1.63533 0.471 -0.901 0.571
C -2.74138 -2.26464 -1.97757 0.270 -0.861 -1.262
C -1.43206 -2.91364 -1.48739 -1.391 0.662 0.804
C -1.08532 -4.05961 -2.40624 -0.916 -0.375 -0.274
O -2.22476 -4.96657 -2.47777 1.212 0.940 0.466
C -1.97351 -6.12250 -3.25242 1.250 0.959 -0.168
N -0.41445 -1.88566 -1.52652 1.398 -0.548 -0.980
H -3.02603 -1.32444 -1.51787 0.059 -0.007 0.576
H -3.54274 -3.01850 -1.93908 0.082 0.536 0.056
H -2.56932 -2.00674 -3.04509 -0.237 -0.295 0.544
H -1.63935 -3.27760 -0.45880 0.350 -0.184 -0.307
H -0.20677 -4.58430 -2.04490 0.257 -0.281 0.083
H -0.83599 -3.59306 -3.38014 -0.223 -0.461 0.013
H -2.77700 -6.80116 -3.06641 -0.779 -0.223 -0.556
H -1.07638 -6.66198 -2.93875 0.267 0.129 0.280
H -1.76531 -5.78217 -4.28472 -0.628 -0.672 0.076
H 0.56074 -2.21924 -1.46749 -0.769 -0.012 0.084
H -0.55691 -1.19844 -0.82479 -0.095 0.558 0.748
C -2.61600 -1.41928 -5.92240 -0.597 0.129 0.968
C -2.29183 -0.03110 -5.35780 0.387 -0.767 -0.132
C -3.42994 0.38205 -4.47608 -0.405 1.354 -0.010
O -4.76204 0.07949 -4.92226 1.132 0.016 0.820
C -5.19830 0.72758 -6.07221 -1.208 0.251 -1.030
N -1.07226 0.08191 -4.49101 -0.306 0.451 -1.942
H -3.36778 -1.31156 -6.70168 0.047 -0.188 -0.113
H -3.08227 -2.05012 -5.11787 0.543 0.404 -0.746
H -1.74025 -1.89452 -6.31078 0.516 -0.413 -0.332
H -2.20896 0.70669 -6.17192 0.348 -0.331 0.139
H -3.23539 1.48630 -4.35177 -0.811 -0.719 0.431
H -3.25317 -0.16746 -3.55245 -0.584 0.321 0.207
H -4.66189 0.47207 -6.98848 0.298 -0.373 0.024
H -5.14739 1.82662 -6.04355 -0.089 -0.076 0.484
H -6.26428 0.41274 -6.24774 1.001 0.408 0.299
H -0.95887 -0.66760 -3.82544 -0.181 -0.431 0.196
H -0.25085 0.04579 -5.10704 -0.280 0.120 0.594
C -2.62853 4.33326 -2.23010 0.050 -0.467 0.054
C -2.41130 3.98142 -0.79724 1.066 -0.889 0.776
C -3.14721 2.72016 -0.49885 -0.291 -1.085 -1.935
O -2.87303 2.21553 0.76209 -0.468 -0.350 2.516
C -3.39868 0.88564 1.01298 0.598 0.386 0.113
N -0.96907 3.72061 -0.40035 -0.766 0.273 0.150
H -3.68309 4.53057 -2.35882 -0.348 -0.094 -0.367
H -2.28925 3.47714 -2.81251 -0.091 0.275 -0.497
H -2.10982 5.23708 -2.47689 0.469 0.399 -0.350
H -2.74168 4.77067 -0.17716 -0.437 0.967 0.852
H -2.65275 1.98007 -1.13517 -0.512 -0.148 -0.760
H -4.23696 2.74915 -0.71480 0.588 0.114 0.250
H -2.95691 0.20031 0.29379 0.244 -0.145 0.071
H -4.46497 0.87875 0.86124 -0.498 0.153 0.175
H -3.10825 0.62507 2.04766 -0.208 -0.035 -0.632
H -0.55036 4.62494 -0.60114 0.652 -0.295 0.082
H -0.52766 2.95529 -0.99639 -0.452 0.771 -0.058
```
Forces are in eV/Å.

---

[2]
Below is C16H31F3O3P2PbS as an isolated structure, with properties calculated with wB97M-V/def2-TZVPD.

Computed properties:
highest occupied orbital energy (alpha / beta): -5.873 / -4.157 eV
gap between HOMO and LUMO (alpha / beta): 0.2081 / 0.1384 Eh
LUMO level (alpha / beta): -0.21 / -0.39 eV
net charge: 0

Structure (XYZ):
```
57
Properties=species:S:1:pos:R:3:forces:R:3
P -4.96442 2.46229 -0.35358 -1.019 -1.037 -2.535
P -5.07186 -1.52631 0.09297 -1.253 1.362 -1.892
C -6.17329 1.09147 -0.34347 -0.929 0.453 0.297
C -6.00136 -0.03839 0.67746 -0.347 -0.262 0.336
H -6.15674 0.70591 -1.39489 0.505 0.380 0.601
H -7.16162 1.57521 -0.22326 0.316 0.055 0.452
H -5.57999 0.28906 1.64438 -0.069 -0.130 -0.328
H -7.00756 -0.41901 0.89084 0.113 0.038 0.186
C -6.29582 -2.72974 -0.46781 -0.330 -0.337 0.289
H -5.79790 -3.69746 -0.61857 -0.057 0.241 0.014
H -6.76616 -2.43817 -1.41719 0.231 0.114 0.318
H -7.06057 -2.85680 0.30615 0.015 -0.100 -0.166
C -4.27627 -2.23788 1.55564 -0.205 -0.706 0.148
H -4.97358 -2.98061 1.98920 0.091 0.220 -0.363
H -4.06672 -1.50445 2.34835 0.188 -0.021 -0.625
H -3.35489 -2.77210 1.29249 -0.140 0.244 0.135
C -5.55090 3.50989 -1.71558 -0.314 0.446 0.338
H -4.73873 4.19388 -2.01320 -0.375 -0.256 0.058
H -6.42037 4.09501 -1.37812 0.235 -0.123 -0.205
H -5.84249 2.87326 -2.56696 0.319 0.106 0.391
C -5.10904 3.34781 1.20486 0.412 0.181 0.329
H -5.37195 2.64975 2.01744 0.221 0.334 -0.296
H -5.89304 4.11042 1.10862 0.165 -0.256 0.051
H -4.15186 3.85136 1.42354 -0.400 -0.208 0.086
Pb -1.15674 -0.82832 2.72064 -1.393 -0.780 1.470
C -4.23620 -0.96814 -1.59121 2.666 -0.451 1.053
C -4.77671 0.04339 -2.50521 -1.371 1.121 0.637
C -3.86648 0.55286 -3.57779 0.946 -0.967 -0.737
C -2.52899 1.26327 -3.17645 -0.188 -0.785 -1.693
C -2.71444 2.28386 -2.18401 -0.104 0.834 -0.056
C -3.24134 2.05651 -0.85430 0.331 0.539 2.485
C -2.83261 0.75588 -0.10094 0.395 0.127 -0.623
C -2.85627 -0.56822 -0.90021 0.178 -0.593 -0.331
C -0.09524 0.96201 2.14488 0.504 1.282 -0.145
H -4.07001 -1.91272 -2.15291 0.075 -0.462 0.811
H -5.66069 -0.33958 -3.02700 -0.145 -0.207 0.015
H -4.37346 1.24397 -4.27143 -0.191 -0.235 0.374
H -3.61312 -0.34882 -4.19250 0.501 0.617 -0.281
H -1.79666 0.48678 -2.90085 -0.073 0.558 -0.190
H -2.14546 1.81031 -4.05826 -0.005 -0.687 0.130
H -2.39341 3.28145 -2.48385 -0.216 -0.053 0.485
H -2.78551 2.88709 -0.26169 0.067 -0.266 0.058
H -3.41441 0.66562 0.84747 0.314 -0.025 -0.453
H -1.80018 0.94851 0.23086 -0.553 -0.471 -0.168
H -2.01400 -0.65563 -1.62000 -0.681 0.229 0.687
H -2.60918 -1.33638 -0.14953 0.156 0.233 -0.360
H 0.99553 0.85593 2.25278 -0.448 0.278 0.052
H -0.51765 1.74446 2.80469 0.457 -0.005 -0.370
H -0.34252 1.17353 1.09545 0.412 0.216 0.405
F 0.82664 -3.41449 -1.15669 0.453 -0.400 0.739
C 1.28742 -3.42475 0.11699 0.222 0.228 0.082
F 0.60721 -4.35071 0.83020 0.493 0.488 -0.687
F 2.60076 -3.74114 0.12145 -0.951 -0.035 -0.147
S 1.01759 -1.73434 0.83510 -0.491 -0.584 1.109
O 1.95032 -0.84860 0.18957 -0.459 -0.509 0.245
O -0.42481 -1.56576 0.49600 0.933 0.033 -0.290
O 1.10725 -1.92184 2.30657 0.792 -0.007 -1.922
```
Forces are in eV/Å.